Entry 1:
A molecular structure, C4H4O5Ru in a non-equilibrium geometry. Source: OMol25; level of theory: ωB97M-V/def2-TZVPD.

The LUMO energy (spin up / spin down) comes out at -8.706 / -15.311 eV. As for the total charge: +2. For the HOMO energy (spin up / spin down), the calculation gives -16.53 / -18.35 eV. The strongest force on any atom comes out at 0.114 hartree/bohr. Its molar mass is 233.1 g mol⁻¹. Its expectation value of S² is 12.0093. Its multiplicity is 7. As for the calculated total energy: -624.87916 Ha.

The geometry in XYZ format:
```
14
C4H4O5Ru, DFT ωB97M-V/def2-TZVPD
O -0.00588 -0.85297 -1.28300
C 0.09137 -1.44488 -0.15262
O 0.29397 -0.17886 0.72930
H 1.55836 3.19457 -0.29095
Ru -0.90116 -2.30061 2.45349
O -0.42074 -2.32688 0.48072
O 1.38312 1.18998 -0.78267
C 1.14035 2.57743 -1.09396
C -0.38072 2.64593 -1.17340
O -0.78615 1.42497 -0.51960
C 0.24920 0.60789 -0.43479
H 1.63703 2.80297 -2.04213
H -0.75970 2.63863 -2.20137
H -0.80995 3.48603 -0.61968
```

***

Entry 2:
A molecular structure, C10H26F3MnN2O3 in a non-equilibrium geometry. Source: OMol25; level of theory: ωB97M-V/def2-TZVPD.

The LUMO energy (spin up / spin down) comes out at 4.600 / 4.704 eV. As for the total charge: -2. For the energy relative to the best compared isomer or geometry (same formula, charge and spin), the calculation gives 0.179 eV. For the HOMO energy (spin up / spin down), the calculation gives 2.94 / -2.48 eV. The strongest force on any atom comes out at 0.061 hartree/bohr. Its molar mass is 334.3 g mol⁻¹. Its expectation value of S² is 12.0028. Its multiplicity is 7. As for the calculated total energy: -2182.33210 Ha.

The geometry in XYZ format:
```
45
C10H26F3MnN2O3, DFT ωB97M-V/def2-TZVPD
Mn 1.34285 -0.86507 -0.13353
F 3.50900 -1.14318 -0.31094
F 2.07249 -0.22433 1.80176
F 0.98535 -1.61017 -2.06369
C -4.73845 -2.38717 1.43189
O -3.53331 -2.41589 0.67907
C -3.24210 -1.12862 0.02544
C -1.76415 -1.18025 -0.50819
N -0.74054 -0.76126 0.54056
C -0.77077 -1.68013 1.71736
C -0.07614 -2.97745 1.52082
O 1.04394 -2.66986 0.76988
C 1.88643 -3.75622 0.32809
H -4.55823 -3.06586 2.26555
H -5.46771 -2.87704 0.78668
H -5.17537 -1.45272 1.78402
H -3.24273 -0.38423 0.82167
H -3.95334 -1.02090 -0.79349
H -1.50119 -0.49172 -1.31123
H -1.50734 -2.21543 -0.73303
H -1.10508 0.11482 0.88652
H -1.76120 -1.83347 2.14589
H -0.35616 -1.06437 2.51551
H -0.65958 -3.73394 0.99601
H 0.19873 -3.29069 2.52800
H 2.83832 -3.36290 -0.02868
H 1.25870 -4.18747 -0.45171
H 2.18499 -4.41209 1.14589
C 3.45651 2.06096 -1.71351
C 2.21017 2.34996 -0.73476
C 1.57805 3.75709 -1.00142
O 0.28059 4.13492 -0.50181
C -0.23025 5.48263 -0.55955
N 1.30401 1.18171 -0.93415
H 3.87769 1.08611 -1.46782
H 4.29154 2.76065 -1.67810
H 3.15098 2.19674 -2.75097
H 2.45544 2.20126 0.31683
H 1.57223 4.08503 -2.04090
H 2.25600 4.48269 -0.55199
H -1.30837 5.38071 -0.43563
H -0.12010 5.92831 -1.54815
H 0.18254 6.19700 0.15275
H 1.46372 1.13848 -1.93051
H 0.41185 1.65326 -0.97648
```

***

Entry 3:
2 unconnected molecules or ions with the total composition C3H12NS2. Source: OMol25; level of theory: ωB97M-V/def2-TZVPD.

The LUMO energy comes out at -3.365 eV. As for the total charge: +1. For the energy relative to the best compared isomer or geometry (same formula, charge and spin), the calculation gives 0.077 eV. For the HOMO energy, the calculation gives -12.67 eV. The strongest force on any atom comes out at 0.005 hartree/bohr. Its molar mass is 126.3 g mol⁻¹. As for the calculated total energy: -972.38691 Ha.

The geometry in XYZ format:
```
18
C3H12NS2, DFT ωB97M-V/def2-TZVPD
C -0.99804 2.30518 2.56580
N 0.08672 1.93506 1.59865
H -1.08431 1.51894 3.30390
H -0.75938 3.24663 3.04069
H -1.92453 2.39451 2.01341
H -0.19917 1.08452 1.04144
H 0.97406 1.74808 2.06294
H 0.24267 2.67896 0.91782
C 0.06784 -1.73092 1.10192
S -0.74288 -0.66379 -0.11279
S 0.79480 -0.01426 -1.28698
C 1.00581 -1.35236 -2.50214
H 0.59764 -2.54868 0.63044
H 0.75642 -1.17965 1.74138
H -0.74642 -2.11849 1.70818
H 0.42150 -1.13460 -3.38780
H 2.06544 -1.40726 -2.72920
H 0.69574 -2.29725 -2.06681
```

***

Entry 4:
10 unconnected molecules or ions with the total composition C31H66BN2O9 in a non-equilibrium geometry. Source: OMol25; level of theory: ωB97M-V/def2-TZVPD.

The LUMO energy comes out at 1.377 eV. As for the total charge: -1. For the HOMO energy, the calculation gives -3.09 eV. The strongest force on any atom comes out at 0.021 hartree/bohr. Its molar mass is 621.7 g mol⁻¹. As for the calculated total energy: -2032.30295 Ha.

The geometry in XYZ format:
```
109
C31H66BN2O9, DFT ωB97M-V/def2-TZVPD
C 0.98883 -3.31036 1.37973
C 0.09677 -3.75534 0.18953
B -1.40972 -4.28717 0.64853
N -1.36375 -5.40150 1.72897
C -2.27075 -2.97307 1.21589
C -3.74911 -3.07518 1.05731
N -4.32740 -3.84703 0.23678
H 0.70863 -3.81113 2.30028
H 0.84390 -2.24525 1.54997
H 2.03521 -3.49831 1.14272
H 0.62385 -4.45223 -0.46064
H -0.08009 -2.87256 -0.43006
H -1.92988 -4.74218 -0.36926
H -0.49786 -5.92264 1.74842
H -1.60425 -5.05906 2.64629
H -1.92504 -2.05629 0.73430
H -2.00888 -2.87448 2.27234
H -4.40628 -2.44877 1.67234
H -5.33613 -3.71107 0.32459
C -0.13174 -2.71614 6.95144
C 0.41031 -2.69241 5.54142
O -0.29666 -2.90542 4.58612
C 1.88081 -2.39365 5.37156
H -1.19399 -2.94592 6.92707
H 0.37830 -3.48417 7.53377
H 0.01435 -1.74168 7.42391
H 2.47659 -3.14633 5.89102
H 2.11128 -1.40635 5.77697
H 2.12993 -2.41138 4.31222
C -2.58821 -5.83598 4.96566
C -2.10547 -6.30586 6.31088
O -1.28838 -5.68698 6.95861
C -2.68904 -7.60061 6.82974
H -2.09451 -4.90000 4.71021
H -2.35321 -6.57658 4.19879
H -3.66720 -5.67055 4.99546
H -2.45923 -8.41434 6.14061
H -3.77163 -7.50788 6.92889
H -2.26088 -7.82803 7.80434
C -3.40147 -1.39080 4.75072
C -3.73087 -0.32289 3.74113
O -4.44667 -0.55858 2.79488
C -3.13019 1.04258 3.95635
H -3.89639 -2.31888 4.47104
H -2.32705 -1.56400 4.77358
H -3.74597 -1.08490 5.74244
H -2.04288 0.97835 3.94842
H -3.46388 1.45411 4.91166
H -3.44364 1.70606 3.15608
C -0.86460 2.21854 0.40780
C -0.65696 3.20085 1.53338
O -1.19651 3.04990 2.60698
C 0.25356 4.36931 1.25396
H -1.53546 1.42573 0.73281
H -1.30504 2.72520 -0.45307
H 0.09122 1.77919 0.11752
H -0.14423 4.95951 0.42692
H 1.24950 4.00611 0.99735
H 0.31653 5.00001 2.13970
C -7.45599 -0.91087 -1.93745
C -6.95791 0.14070 -0.97387
O -6.60920 1.23331 -1.36093
C -6.91687 -0.24094 0.48286
H -7.43585 -0.51370 -2.95030
H -6.81503 -1.79297 -1.88775
H -8.47967 -1.19362 -1.68563
H -6.25532 -1.09716 0.62710
H -7.92187 -0.48945 0.83105
H -6.53583 0.59272 1.06661
C -4.15404 -4.54035 -2.74791
C -3.87744 -5.31734 -4.00921
O -3.47570 -6.45868 -3.99758
C -4.12840 -4.60086 -5.32163
H -3.93405 -5.14210 -1.87241
H -3.52668 -3.64883 -2.71341
H -5.20711 -4.24712 -2.72225
H -3.49776 -3.71287 -5.38713
H -5.17662 -4.30427 -5.38987
H -3.89279 -5.26563 -6.15133
C 3.81767 3.34627 -2.67649
C 2.74676 3.85445 -1.74694
O 2.59358 3.38223 -0.64276
C 1.88290 4.97747 -2.26347
H 4.36920 2.54452 -2.19001
H 3.36649 2.96134 -3.59257
H 4.50539 4.15814 -2.91872
H 1.35556 4.65788 -3.16380
H 2.50577 5.84307 -2.49662
H 1.15441 5.25509 -1.50635
C 7.47403 6.81709 -2.26974
C 6.38427 6.79691 -3.31468
O 5.22749 6.60457 -3.00966
C 6.80514 7.02364 -4.74308
H 7.03941 6.64079 -1.28821
H 8.20661 6.03639 -2.47981
H 7.97243 7.78764 -2.26946
H 7.50636 6.25409 -5.05239
H 7.27621 8.00000 -4.84498
H 5.92864 6.98303 -5.38637
C 8.98174 6.27344 -9.13138
C 9.18806 7.27798 -8.02475
O 8.64801 7.15356 -6.94934
C 10.09813 8.44518 -8.31985
H 8.30954 5.49017 -8.78917
H 8.54338 6.76213 -10.00280
H 9.93608 5.82531 -9.41213
H 9.70544 9.02263 -9.15811
H 11.09812 8.08586 -8.56731
H 10.15888 9.08758 -7.44445
```

***

Entry 5:
2 unconnected molecules or ions with the total composition C4H12 in a non-equilibrium geometry. Source: OMol25; level of theory: ωB97M-V/def2-TZVPD.

The LUMO energy comes out at 1.132 eV. As for the total charge: 0. For the energy relative to the best compared isomer or geometry (same formula, charge and spin), the calculation gives 0.245 eV. For the HOMO energy, the calculation gives -11.57 eV. The strongest force on any atom comes out at 0.035 hartree/bohr. Its molar mass is 60.1 g mol⁻¹. As for the calculated total energy: -159.57596 Ha.

The geometry in XYZ format:
```
16
C4H12, DFT ωB97M-V/def2-TZVPD
C 0.68988 -1.65282 0.92259
C -0.00099 -2.40684 2.07591
H 0.89900 -2.34828 0.10833
H 0.16965 -0.72966 0.72584
H 1.70000 -1.33054 1.21871
H 0.30925 -1.98720 3.03832
H 0.23786 -3.46701 2.11364
H -1.08130 -2.25481 1.99935
C -0.01746 1.53045 -1.05574
C -0.70884 2.48773 -2.03560
H -0.26002 0.48810 -1.24076
H 1.05757 1.72873 -0.99540
H -0.36986 1.74857 -0.05664
H -0.52242 3.53061 -1.79332
H -1.78280 2.32434 -1.98112
H -0.31952 2.33862 -3.04414
```

***

Entry 6:
2 unconnected molecules or ions with the total composition H4O2Si in a non-equilibrium geometry. Source: OMol25; level of theory: ωB97M-V/def2-TZVPD.

The LUMO energy comes out at -0.857 eV. As for the total charge: 0. For the energy relative to the best compared isomer or geometry (same formula, charge and spin), the calculation gives 7.685 eV. For the HOMO energy, the calculation gives -8.14 eV. The strongest force on any atom comes out at 0.106 hartree/bohr. Its molar mass is 64.1 g mol⁻¹. As for the calculated total energy: -442.15005 Ha.

The geometry in XYZ format:
```
7
H4O2Si, DFT ωB97M-V/def2-TZVPD
O -1.74663 0.99808 0.44338
O -0.95224 0.52203 -0.66175
Si 1.14613 -0.63080 0.11426
H -2.56169 1.24187 -0.04567
H 1.84895 0.20216 0.91838
H 1.94369 -0.55051 -1.12761
H 0.32180 -1.78283 0.35901
```

***

> Which value of total charge does entry 5 give?

0

***

> Look up the molar mass of the sixth one.

64.1 g mol⁻¹

***

Copy entry 6 word for word.
2 unconnected molecules or ions with the total composition H4O2Si in a non-equilibrium geometry. Source: OMol25; level of theory: ωB97M-V/def2-TZVPD.

The LUMO energy comes out at -0.857 eV. As for the total charge: 0. For the energy relative to the best compared isomer or geometry (same formula, charge and spin), the calculation gives 7.685 eV. For the HOMO energy, the calculation gives -8.14 eV. The strongest force on any atom comes out at 0.106 hartree/bohr. Its molar mass is 64.1 g mol⁻¹. As for the calculated total energy: -442.15005 Ha.

The geometry in XYZ format:
```
7
H4O2Si, DFT ωB97M-V/def2-TZVPD
O -1.74663 0.99808 0.44338
O -0.95224 0.52203 -0.66175
Si 1.14613 -0.63080 0.11426
H -2.56169 1.24187 -0.04567
H 1.84895 0.20216 0.91838
H 1.94369 -0.55051 -1.12761
H 0.32180 -1.78283 0.35901
```

***

> strongest force on any atom of number 5 (C4H12)?

0.035 hartree/bohr